Record 1
Molecular formula: C22H14BN10PmS2Se
Method: DFT, ωB97M-V/def2-TZVPD

```
51
C22H14BN10PmS2Se, DFT ωB97M-V/def2-TZVPD
Pm -0.79884 0.68839 0.31079
B -1.99705 3.66385 -0.19886
N -0.49155 3.74598 -0.59217
C 0.19421 4.84233 -0.96665
C 1.57185 4.59182 -0.87026
C 1.65678 3.32701 -0.31819
N 0.43361 2.76131 -0.17186
N -2.79401 2.71469 -1.17337
C -4.01720 2.86152 -1.73632
C -4.25379 1.65867 -2.51647
C -3.03210 0.94110 -2.43852
N -2.16911 1.53419 -1.56254
H -2.60161 4.74618 -0.02923
H -1.93183 3.12094 0.86217
H -0.30332 5.74103 -1.19757
H 2.32922 5.14257 -1.46227
H 2.56419 2.76226 -0.06514
H -4.69202 3.70525 -1.62834
H -5.15223 1.36145 -3.04181
H -2.76465 0.02113 -2.96156
S -1.60536 0.52940 2.96971
C -2.18083 -0.99971 2.39782
S -2.66683 -1.21967 0.75117
C -2.23827 -2.14444 3.23471
C -2.82776 -3.33341 2.79577
N -3.33366 -4.30445 2.43190
C -2.18881 -1.95810 4.61726
N -2.16872 -1.82507 5.75442
Se 4.90174 -4.91408 -0.50851
N 4.61659 -3.55664 0.75840
C 3.47522 -3.04698 0.38889
C 2.97197 -1.85206 1.07540
C 3.70293 -1.29159 2.09993
C 3.27644 -0.10070 2.62282
C 2.07486 0.49149 2.15691
N 1.51427 0.04036 1.01995
C 1.86888 -1.18057 0.56243
C 1.20083 -1.72696 -0.57890
N 0.21400 -0.96509 -1.12960
C -0.32350 -1.37700 -2.29719
C -0.15424 -2.63229 -2.89397
C 0.93186 -3.38106 -2.39347
C 1.63555 -2.89978 -1.27673
C 2.80758 -3.53508 -0.81774
N 3.39898 -4.52723 -1.48207
H 4.52917 -1.85789 2.54852
H 3.81453 0.43688 3.39002
H 1.64741 1.28999 2.73297
H -1.06179 -0.73859 -2.73688
H -0.77566 -2.96433 -3.71747
H 1.19210 -4.38697 -2.71830
```

Computed properties:
E_tot = -142191.16534 eV
Maximum force = 0.063 hartree/bohr
Energy relative to the best compared isomer or geometry (same formula, charge and spin) = 9.0 kcal per mole
⟨S²⟩ = 6.0058
HOMO-LUMO gap (alpha / beta) = 5.25 / 5.26 eV
Spin multiplicity = 5

Now the Mulliken charges, all in e: atom 1 (Pm): 0.6989, atom 2 (B): 0.2544, atom 3 (N): -0.1638, atom 4 (C): -0.2366, atom 5 (C): -1.0236, atom 6 (C): -0.0666, atom 7 (N): 0.1169, atom 8 (N): 0.0655, atom 9 (C): -0.1865, atom 10 (C): -0.9570, atom 11 (C): -0.0598, atom 12 (N): -0.1563, atom 13 (H): -0.1246, atom 14 (H): -0.0944, atom 15 (H): 0.4738, atom 16 (H): 0.2927, atom 17 (H): 0.4166, atom 18 (H): 0.4352, atom 19 (H): 0.3850, atom 20 (H): 0.4116, atom 21 (S): -0.4272, atom 22 (C): 0.5837, atom 23 (S): -0.4517, atom 24 (C): 0.3828, atom 25 (C): 0.0431, atom 26 (N): -0.5237, atom 27 (C): -0.0365, atom 28 (N): -0.5119, atom 29 (Se): 0.2129, atom 30 (N): -0.8018, atom 31 (C): 0.6113, atom 32 (C): 0.8742, atom 33 (C): -0.4326, atom 34 (C): -0.9109, atom 35 (C): -0.3331, atom 36 (N): -0.1088, atom 37 (C): 0.0394, atom 38 (C): 0.1129, atom 39 (N): -0.1151, atom 40 (C): -0.2165, atom 41 (C): -0.8352, atom 42 (C): -0.4638, atom 43 (C): 0.3132, atom 44 (C): 0.7820, atom 45 (N): -0.7992, atom 46 (H): 0.4668, atom 47 (H): 0.4174, atom 48 (H): 0.5073, atom 49 (H): 0.1985, atom 50 (H): 0.4505, atom 51 (H): 0.4905

=====

Record 2
Molecular formula: C22H14Br2F6N4O5PdS3
Method: DFT, ωB97M-V/def2-TZVPD

```
57
C22H14Br2F6N4O5PdS3, DFT ωB97M-V/def2-TZVPD
Pd 1.65776 1.40833 0.05389
C -0.72995 3.42310 -0.05826
C -1.37114 2.36534 -0.90220
C -2.76761 2.23070 -0.97785
C -3.31294 1.21399 -1.70814
C -2.48098 0.31841 -2.40141
C -2.94746 -0.79308 -3.14687
Br -4.81759 -1.18900 -3.24496
C -2.06951 -1.63655 -3.77359
C -0.70317 -1.40281 -3.71339
Br 0.46237 -2.65012 -4.56082
C -0.08924 -0.30211 -3.03623
O 1.12703 -0.10645 -2.98279
C -1.07621 0.55268 -2.31531
N -0.56986 1.53746 -1.54390
H -1.43253 4.20730 0.22844
H 0.11433 3.87076 -0.58276
H -0.31280 2.97465 0.85054
H -3.40191 2.93186 -0.44706
H -4.38679 1.08131 -1.75808
H -2.43777 -2.50162 -4.30985
S -2.12229 -3.53990 -1.02461
C -0.99129 -2.32740 -0.35568
C 0.36459 -2.40484 -0.63004
C 1.21171 -1.45316 -0.08003
N 0.78274 -0.44366 0.69297
C -0.53410 -0.38608 0.94782
C -1.45292 -1.28781 0.44107
C -2.04492 -4.71716 0.31696
C -2.61205 -4.44711 1.55605
C -2.53850 -5.40647 2.55261
N -1.96528 -6.60126 2.39807
C -1.42967 -6.85099 1.20475
C -1.43981 -5.95393 0.14611
H 0.75466 -3.17375 -1.28394
H 2.27456 -1.48310 -0.27505
H -0.85551 0.42923 1.58467
H -2.50931 -1.16926 0.64292
H -3.09893 -3.49853 1.73706
H -2.96973 -5.20818 3.52819
H -0.95892 -7.82200 1.08972
H -0.97778 -6.20477 -0.79944
F 3.93789 0.23769 2.18047
C 3.70909 1.51806 2.48326
F 2.47465 1.63486 2.95147
F 4.54865 1.83987 3.48154
S 4.09553 2.59657 0.97530
O 4.18638 1.72067 -0.15829
O 5.29946 3.26763 1.40408
N 2.89975 3.60268 0.73036
S 2.60744 4.77437 1.74823
O 1.42352 5.46825 1.33402
O 2.76087 4.43815 3.13707
C 3.94202 6.06058 1.46907
F 4.39682 6.04422 0.21337
F 4.97302 5.93685 2.29955
F 3.40362 7.27553 1.69090
```

Computed properties:
E_tot = -231615.50667 eV
Maximum force = 0.014 hartree/bohr
Net charge = -2
Energy relative to the best compared isomer or geometry (same formula, charge and spin) = 33.3 kcal per mole
HOMO-LUMO gap = 4.88 eV

Now the Mulliken charges, all in e: atom 1 (Pd): 0.1790, atom 2 (C): -1.3976, atom 3 (C): 0.9126, atom 4 (C): -0.7055, atom 5 (C): -1.0863, atom 6 (C): 1.3995, atom 7 (C): 0.0140, atom 8 (Br): -0.2961, atom 9 (C): -0.5006, atom 10 (C): -0.1272, atom 11 (Br): -0.2186, atom 12 (C): 0.4699, atom 13 (O): -0.7449, atom 14 (C): -0.3475, atom 15 (N): -0.2922, atom 16 (H): 0.4238, atom 17 (H): 0.3063, atom 18 (H): 0.1255, atom 19 (H): 0.3750, atom 20 (H): 0.2940, atom 21 (H): 0.4184, atom 22 (S): 0.0090, atom 23 (C): 0.4359, atom 24 (C): -0.7005, atom 25 (C): -0.2869, atom 26 (N): -0.5477, atom 27 (C): -0.6942, atom 28 (C): -0.1452, atom 29 (C): 0.4028, atom 30 (C): -0.2293, atom 31 (C): -0.3809, atom 32 (N): -0.6436, atom 33 (C): -0.3302, atom 34 (C): -0.2756, atom 35 (H): 0.4275, atom 36 (H): 0.4031, atom 37 (H): 0.3898, atom 38 (H): 0.4926, atom 39 (H): 0.3277, atom 40 (H): 0.3485, atom 41 (H): 0.3396, atom 42 (H): 0.3969, atom 43 (F): -0.2438, atom 44 (C): 0.7096, atom 45 (F): -0.1815, atom 46 (F): -0.2637, atom 47 (S): 1.1225, atom 48 (O): -0.6473, atom 49 (O): -0.6994, atom 50 (N): -0.3628, atom 51 (S): 1.1128, atom 52 (O): -0.6612, atom 53 (O): -0.6998, atom 54 (C): 0.6009, atom 55 (F): -0.2465, atom 56 (F): -0.2260, atom 57 (F): -0.2547

=====

Record 3
Molecular formula: C22H14F5MnN2O2Se
Method: DFT, ωB97M-V/def2-TZVPD

```
47
C22H14F5MnN2O2Se, DFT ωB97M-V/def2-TZVPD
Mn -0.65774 0.06597 0.78336
O 0.25435 -0.25253 2.58183
C 0.95842 0.35590 3.44608
C 1.58151 -0.36909 4.50403
C 2.34839 0.24728 5.45218
C 2.56912 1.62807 5.40825
C 1.99452 2.36443 4.40397
C 1.18069 1.77722 3.42140
C 0.62444 2.61645 2.40872
N -0.17685 2.27260 1.46262
C -0.58968 3.31083 0.53475
C -1.28944 2.68074 -0.68372
N -0.59335 1.47520 -1.03705
C -0.28037 1.24191 -2.26022
C 0.47390 0.11239 -2.70369
C 0.88432 0.05859 -4.04199
C 1.67841 -0.95516 -4.51956
C 2.06434 -1.98114 -3.65683
C 1.63959 -1.99341 -2.35386
C 0.85142 -0.94521 -1.80941
O 0.51628 -0.97142 -0.57467
H 1.41469 -1.43693 4.53328
H 2.79641 -0.33436 6.24842
H 3.18611 2.10057 6.15972
H 2.16928 3.43355 4.35579
H 0.93800 3.67103 2.47751
H -1.28459 4.00007 1.03739
H 0.28536 3.88621 0.19447
H -2.31713 2.42101 -0.39359
H -1.32817 3.39209 -1.52555
H -0.59083 1.94732 -3.04632
H 0.57018 0.85131 -4.70782
H 2.01005 -0.95755 -5.54738
H 2.70004 -2.77858 -4.01890
H 1.91966 -2.79417 -1.68462
F -1.81320 -4.81543 -2.70353
C -2.06133 -3.69251 -2.00020
C -1.75985 -3.63666 -0.63948
F -1.22180 -4.71017 -0.03558
C -2.04582 -2.48727 0.06691
F -1.67607 -2.36086 1.36273
C -2.68537 -1.38148 -0.51771
Se -3.28961 0.01295 0.58939
C -2.95058 -1.45703 -1.88916
F -3.51388 -0.40352 -2.50501
C -2.61731 -2.58021 -2.62713
F -2.86654 -2.62902 -3.94978
```

Computed properties:
E_tot = -140370.55521 eV
Maximum force = 0.062 hartree/bohr
Net charge = -1
Energy relative to the best compared isomer or geometry (same formula, charge and spin) = 10.3 kcal per mole
⟨S²⟩ = 0.7903
HOMO-LUMO gap (alpha / beta) = 7.34 / 7.16 eV
Spin multiplicity = 2

Now the Mulliken charges, all in e: atom 1 (Mn): 1.0558, atom 2 (O): -0.5694, atom 3 (C): 0.2770, atom 4 (C): -0.6122, atom 5 (C): -0.3953, atom 6 (C): -0.6557, atom 7 (C): -0.7346, atom 8 (C): 0.3281, atom 9 (C): -0.0114, atom 10 (N): -0.1148, atom 11 (C): -0.8686, atom 12 (C): -0.7448, atom 13 (N): 0.4504, atom 14 (C): -0.3611, atom 15 (C): 0.6844, atom 16 (C): -0.6736, atom 17 (C): -0.6976, atom 18 (C): -0.4683, atom 19 (C): -0.5242, atom 20 (C): 0.0673, atom 21 (O): -0.5193, atom 22 (H): 0.3992, atom 23 (H): 0.3652, atom 24 (H): 0.3672, atom 25 (H): 0.2895, atom 26 (H): 0.2380, atom 27 (H): 0.3555, atom 28 (H): 0.4437, atom 29 (H): 0.0879, atom 30 (H): 0.4408, atom 31 (H): 0.1424, atom 32 (H): 0.3228, atom 33 (H): 0.3824, atom 34 (H): 0.3684, atom 35 (H): 0.4360, atom 36 (F): -0.3429, atom 37 (C): 0.4391, atom 38 (C): 0.3274, atom 39 (F): -0.3448, atom 40 (C): 0.6355, atom 41 (F): -0.3639, atom 42 (C): -0.1158, atom 43 (Se): -0.3314, atom 44 (C): -0.0858, atom 45 (F): -0.4034, atom 46 (C): 0.3940, atom 47 (F): -0.3588

=====

Record 4
Molecular formula: C22H14F5N2ORhS2Se5
Method: DFT, ωB97M-V/def2-TZVPD

```
52
C22H14F5N2ORhS2Se5, DFT ωB97M-V/def2-TZVPD
Rh 0.77318 1.59675 -1.49931
C 3.61057 -0.40849 -1.19223
C 2.72363 0.09310 -0.10078
N 2.45911 1.36770 -0.03823
N 2.12366 1.83403 1.23098
C 1.17262 2.67899 1.31916
S 0.08113 3.19075 0.06357
S 0.89923 3.37472 2.95603
C 0.21289 1.91539 3.82083
C -1.29225 1.90287 3.85716
C -2.01924 1.54109 2.72275
C -3.40775 1.55373 2.75318
C -4.09044 1.92191 3.90946
C -3.37209 2.28188 5.04172
C -1.98090 2.27009 5.01133
C 2.15221 -0.83559 0.85447
C 2.87185 -1.90407 1.40526
C 2.29467 -2.78855 2.29245
C 0.93397 -2.62010 2.61130
C 0.17835 -1.62402 2.03910
C 0.74177 -0.69517 1.10181
O 0.01837 0.16608 0.50150
H 4.02783 0.41712 -1.75910
H 3.06933 -1.08460 -1.85885
H 4.42377 -0.97695 -0.72876
H 0.61977 1.94059 4.83189
H 0.62016 1.04334 3.30743
H -1.48979 1.25482 1.81384
H -3.95719 1.27479 1.86157
H -5.17469 1.93068 3.92572
H -3.89185 2.57039 5.94828
H -1.41769 2.55774 5.89589
H 3.92275 -2.01312 1.15504
H 2.87492 -3.58882 2.73582
H 0.46316 -3.30627 3.31017
H -0.87950 -1.52202 2.25839
Se 2.11341 1.62721 -3.51417
Se 3.22986 3.55316 -3.42063
Se -1.10317 4.07276 -3.71677
Se -1.23323 2.11158 -2.67078
F -2.06108 -3.50982 -7.36322
C -1.59712 -2.96386 -6.22536
C -1.06908 -1.69380 -6.21784
F -1.01523 -1.00279 -7.36933
C -0.59286 -1.14067 -5.04112
F -0.09409 0.09161 -5.14262
C -0.62043 -1.80696 -3.81904
Se -0.06793 -1.12806 -2.11422
C -1.15711 -3.09226 -3.88232
F -1.23818 -3.85206 -2.78027
C -1.63843 -3.66611 -5.04435
F -2.15090 -4.91069 -5.03679
```

Computed properties:
E_tot = -393067.41619 eV
Maximum force = 0.021 hartree/bohr
Net charge = -2
Energy relative to the best compared isomer or geometry (same formula, charge and spin) = 0.0 kcal per mole
⟨S²⟩ = 6.0287
HOMO-LUMO gap (alpha / beta) = 6.15 / 5.73 eV
Spin multiplicity = 5

Now the Mulliken charges, all in e: atom 1 (Rh): 1.2143, atom 2 (C): -1.4493, atom 3 (C): 1.2949, atom 4 (N): -0.5026, atom 5 (N): -0.6820, atom 6 (C): 0.4193, atom 7 (S): -0.4049, atom 8 (S): -0.2408, atom 9 (C): -0.2263, atom 10 (C): 0.4318, atom 11 (C): 0.3315, atom 12 (C): -1.0945, atom 13 (C): -0.3283, atom 14 (C): -0.5697, atom 15 (C): -0.4679, atom 16 (C): 0.9297, atom 17 (C): -0.4636, atom 18 (C): -0.7481, atom 19 (C): -0.3906, atom 20 (C): -0.7155, atom 21 (C): -0.0083, atom 22 (O): -0.6107, atom 23 (H): 0.3115, atom 24 (H): 0.1774, atom 25 (H): 0.4395, atom 26 (H): 0.5118, atom 27 (H): -0.2847, atom 28 (H): 0.3396, atom 29 (H): 0.4336, atom 30 (H): 0.3543, atom 31 (H): 0.3437, atom 32 (H): 0.3237, atom 33 (H): 0.2355, atom 34 (H): 0.3523, atom 35 (H): 0.3586, atom 36 (H): 0.4602, atom 37 (Se): -0.2840, atom 38 (Se): -0.4113, atom 39 (Se): -0.4252, atom 40 (Se): -0.2239, atom 41 (F): -0.3346, atom 42 (C): 0.6921, atom 43 (C): -0.2654, atom 44 (F): -0.3208, atom 45 (C): 0.2405, atom 46 (F): -0.2565, atom 47 (C): -0.0143, atom 48 (Se): -0.3434, atom 49 (C): 0.5049, atom 50 (F): -0.3023, atom 51 (C): -0.0075, atom 52 (F): -0.3236